The following is a DFT calculation (the ωB97M-V functional and the def2-TZVPD basis) of C19H10Br2I2N3OPd as an isolated structure at a distorted geometry.

Structure (XYZ):
```
38
C19H10Br2I2N3OPd | the Open Molecules 2025 dataset | the ωB97M-V functional and the def2-TZVPD basis
Pd 0.0941 -0.1406 -0.1060
I -1.2363 0.0736 -4.9829
C -1.9011 1.2919 -3.4264
C -2.8075 2.3098 -3.6158
C -3.2164 3.0906 -2.5452
I -4.6003 4.6189 -2.9270
C -2.7205 2.8711 -1.2291
C -3.0915 3.6221 -0.1053
C -2.5303 3.2999 1.1186
C -1.6249 2.2586 1.2195
N -1.2348 1.5068 0.1739
C -1.7876 1.8223 -1.0386
C -1.3653 1.0170 -2.1402
O -0.5236 0.0746 -1.9542
H -3.2011 2.5005 -4.6011
H -3.7978 4.4311 -0.1957
H -2.8011 3.8637 1.9954
H -1.2071 2.0348 2.1888
Br 4.1426 -5.2783 -1.3850
C 2.9813 -3.8208 -1.0764
C 2.2511 -3.2538 -2.1379
C 1.4179 -2.1939 -1.8656
N 1.2702 -1.6773 -0.6361
C 1.9767 -2.2225 0.4034
C 2.8428 -3.3048 0.1903
C 1.7564 -1.6086 1.6742
C 2.3961 -2.0383 2.8453
C 2.1430 -1.4074 4.0382
Br 2.9877 -1.9613 5.6327
C 1.2365 -0.3327 4.0526
C 0.6440 0.0390 2.8733
N 0.8666 -0.5530 1.6910
H 2.3497 -3.6480 -3.1363
H 0.8440 -1.7388 -2.6663
H 3.3933 -3.7256 1.0145
H 3.0856 -2.8625 2.8098
H 1.0212 0.1783 4.9749
H -0.0536 0.8633 2.8746
```

Summary:
Gap between HOMO and LUMO   5.57 eV
Net charge   +1
HOMO   -10.1 eV
Spin multiplicity   1
E_tot   -186144.578 eV


The following is a DFT calculation (the ωB97M-V functional and the def2-TZVPD basis) of a 2-piece molecular cluster, C19H10Cl3F3NO overall at a distorted geometry.

Structure (XYZ):
```
37
C19H10Cl3F3NO | the Open Molecules 2025 dataset | the ωB97M-V functional and the def2-TZVPD basis
F 4.9411 -2.5733 -2.6927
C 3.6137 -2.8129 -2.4768
F 3.2365 -3.8073 -3.3326
F 3.4934 -3.3130 -1.2050
C 2.7886 -1.5710 -2.6681
C 1.4724 -1.7255 -3.0981
C 0.7262 -0.5822 -3.2506
C 1.3076 0.6801 -3.0413
C 0.3670 1.8371 -2.9002
C 1.0322 3.1613 -2.9292
N 1.4037 4.2655 -2.8707
C 2.6075 0.7971 -2.5479
C 3.3824 -0.3492 -2.3932
H 1.0525 -2.7071 -3.3134
H -0.3549 -0.6583 -3.4326
H -0.4476 1.7830 -3.6227
H 2.9841 1.7612 -2.1970
H 4.4153 -0.2665 -2.0779
Cl -0.3675 1.5546 -1.3177
C -2.3412 2.7556 2.3293
Cl -2.6951 4.1867 1.5006
C -3.1168 1.5559 1.8691
O -3.9309 1.6076 0.9401
C -2.7102 0.2524 2.4812
C -1.5113 0.1604 3.2842
C -1.1590 -1.1039 3.8309
C -2.0029 -2.2039 3.6955
C -3.1333 -2.1046 2.8560
C -3.4566 -0.8991 2.2299
C -0.7109 1.3228 3.4302
Cl 0.7472 1.2222 4.3163
C -1.0733 2.5344 2.8330
H -0.2999 -1.1764 4.4895
H -1.7977 -3.1216 4.2436
H -3.8228 -2.9535 2.7377
H -4.2866 -0.8361 1.5104
H -0.3530 3.3273 2.7903
```

Summary:
Gap between HOMO and LUMO   5.00 eV
Net charge   -1
HOMO   -3.0 eV
Spin multiplicity   1
E_tot   -69124.213 eV